Density functional theory data (wB97M-V/def2-TZVPD) for C3N3O18Zr as an isolated structure at a distorted geometry.

Calculated values
Lowest unoccupied orbital energy (eV): 7.203
Charge: -5
Frontier orbital gap (eV): 1.5
Energy above the lowest of the compared OMol25 structures with the same formula, charge and spin (kJ/mol): 2065.76

Structure (XYZ):
```
25
C3N3O18Zr wB97M-V/def2-TZVPD
Zr 0.092 -0.039 0.411
C -0.999 -1.549 4.820
O -1.968 -2.228 5.077
O -0.184 -1.748 3.965
O -1.467 -0.757 4.008
C -4.121 -3.700 -0.466
O -4.518 -3.796 0.649
O -3.095 -2.971 -0.646
O -3.782 -4.859 -0.851
C 2.465 4.982 1.678
O 3.439 5.652 1.285
O 1.962 5.409 2.704
O 2.268 3.770 1.430
N -3.166 4.492 0.012
O -2.991 3.256 -0.184
O -2.689 5.470 -0.625
O -3.683 4.721 1.140
N 2.847 1.658 -4.779
O 1.988 1.181 -4.019
O 2.768 1.883 -5.899
O 4.079 1.749 -4.462
N 2.644 -5.659 -1.362
O 2.459 -4.410 -1.322
O 1.804 -6.405 -0.808
O 3.847 -6.102 -1.758
```

natural (NBO) charges, unit e, in atom order: atom 1 (Zr): 0.63, atom 2 (C): 0.82, atom 3 (O): -0.60, atom 4 (O): -0.33, atom 5 (O): -0.29, atom 6 (C): 0.83, atom 7 (O): -0.64, atom 8 (O): -0.60, atom 9 (O): -0.63, atom 10 (C): 0.90, atom 11 (O): -0.74, atom 12 (O): -0.67, atom 13 (O): -0.68, atom 14 (N): 0.69, atom 15 (O): -0.54, atom 16 (O): -0.55, atom 17 (O): -0.60, atom 18 (N): 0.72, atom 19 (O): -0.54, atom 20 (O): -0.53, atom 21 (O): -0.66, atom 22 (N): 0.68, atom 23 (O): -0.50, atom 24 (O): -0.53, atom 25 (O): -0.65

***

Density functional theory data (wB97M-V/def2-TZVPD) for a 8-piece molecular cluster, C38H73NO12S5 overall at a distorted geometry.

Calculated values
Multiplicity: 2
Lowest unoccupied orbital energy (spin up / spin down) (eV): -5.666 / -9.297
Charge: +1
Frontier orbital gap (spin up / spin down) (eV): 6.0 / 2.4

Structure (XYZ):
```
129
C38H73NO12S5 wB97M-V/def2-TZVPD
C 3.164 2.980 0.208
C 3.596 3.293 -1.097
C 2.746 3.733 -2.100
C 1.491 4.171 -1.718
C 1.083 4.085 -0.360
C 1.811 3.313 0.544
N 0.545 4.756 -2.621
O -0.575 4.903 -2.177
O 0.855 5.103 -3.756
H 3.955 2.459 0.726
H 4.543 2.827 -1.327
H 2.994 3.663 -3.149
H 0.186 4.631 -0.107
H 1.535 3.113 1.569
C 0.043 0.112 2.010
C 0.040 -1.390 1.852
C 1.001 -1.811 0.747
C 0.552 -1.406 -0.677
C 1.495 -0.314 -1.236
C 1.258 -0.135 -2.745
H -0.584 0.481 2.822
H -0.010 0.766 1.139
H 1.074 0.266 2.329
H 0.463 -1.748 2.790
H -0.957 -1.821 1.771
H 1.234 -2.870 0.857
H 2.015 -1.480 0.971
H 0.501 -2.359 -1.204
H -0.520 -1.210 -0.641
H 1.557 0.619 -0.676
H 2.529 -0.621 -1.073
H 0.688 0.764 -2.981
H 2.257 -0.123 -3.182
H 0.934 -1.074 -3.194
C -0.339 -4.001 8.801
C 0.079 -2.764 7.973
C 1.723 -2.727 7.780
C 2.093 -1.577 6.814
C 1.471 -0.223 7.058
C 2.007 0.730 5.931
H -0.121 -3.986 9.869
H 0.192 -4.904 8.500
H -1.390 -4.120 8.540
H -0.359 -2.644 6.982
H -0.245 -1.849 8.470
H 1.972 -3.724 7.418
H 2.198 -2.738 8.761
H 3.178 -1.532 6.905
H 1.892 -1.865 5.782
H 0.389 -0.131 6.955
H 1.772 -0.014 8.084
H 1.313 0.734 5.090
H 1.962 1.727 6.370
H 2.993 0.475 5.544
C 2.638 -0.428 -6.572
C 1.703 0.241 -7.522
C 1.438 -0.814 -8.688
S 2.686 -2.147 -8.635
O 3.478 -2.208 -9.842
O 2.142 -3.393 -8.095
C 3.681 -1.361 -7.270
H 2.020 -0.978 -5.863
H 3.118 0.224 -5.843
H 2.234 1.093 -7.948
H 0.843 0.478 -6.897
H 1.595 -0.360 -9.666
H 0.504 -1.364 -8.569
H 4.331 -0.630 -7.752
H 4.254 -2.149 -6.781
C -6.095 1.170 -0.040
C -6.214 1.953 1.278
C -5.165 1.460 2.297
S -3.644 0.990 1.238
O -3.263 -0.405 1.488
O -2.568 1.986 1.340
C -4.474 1.143 -0.444
H -6.720 1.489 -0.874
H -6.491 0.158 0.041
H -7.243 2.077 1.615
H -5.858 2.954 1.035
H -5.387 0.424 2.553
H -4.987 2.230 3.048
H -3.965 0.324 -0.952
H -4.173 2.095 -0.882
C 2.549 -5.630 -1.782
C 2.618 -6.425 -3.089
C 3.822 -5.810 -3.894
S 3.813 -3.999 -3.558
O 3.177 -3.241 -4.619
O 5.193 -3.703 -3.090
C 2.699 -4.143 -2.153
H 3.392 -5.778 -1.106
H 1.566 -5.568 -1.316
H 1.627 -6.344 -3.536
H 2.629 -7.499 -2.907
H 3.912 -5.815 -4.980
H 4.818 -6.053 -3.525
H 1.759 -3.790 -2.577
H 3.083 -3.462 -1.394
C -2.225 2.216 5.322
C -2.667 3.543 4.704
C -3.697 4.046 5.768
S -3.150 3.728 7.433
O -4.120 2.949 8.200
O -2.382 4.827 8.051
C -1.895 2.443 6.770
H -1.393 1.674 4.871
H -3.111 1.592 5.204
H -3.056 3.509 3.686
H -1.852 4.266 4.739
H -4.694 3.622 5.651
H -3.760 5.111 5.992
H -1.972 1.579 7.430
H -0.896 2.860 6.901
C -1.728 0.161 -4.708
C -2.150 0.479 -6.114
C -2.323 2.056 -6.235
S -2.839 2.612 -4.607
O -4.221 2.315 -4.379
O -2.351 4.021 -4.458
C -1.664 1.428 -3.767
H -0.908 -0.552 -4.616
H -2.599 -0.349 -4.297
H -3.100 -0.048 -6.198
H -1.362 0.018 -6.710
H -3.050 2.466 -6.937
H -1.350 2.496 -6.457
H -2.002 1.257 -2.745
H -0.843 2.142 -3.708
```

Löwdin population analysis, charges in e, atoms 1 to 99: atom 1 (C): 0.06, atom 2 (C): 0.06, atom 3 (C): 0.07, atom 4 (C): -0.07, atom 5 (C): 0.14, atom 6 (C): 0.04, atom 7 (N): -0.32, atom 8 (O): 0.13, atom 9 (O): 0.15, atom 10 (H): 0.14, atom 11 (H): 0.14, atom 12 (H): 0.15, atom 13 (H): 0.15, atom 14 (H): 0.13, atom 15 (C): -0.13, atom 16 (C): -0.25, atom 17 (C): -0.23, atom 18 (C): -0.19, atom 19 (C): -0.23, atom 20 (C): -0.09, atom 21 (H): 0.06, atom 22 (H): 0.05, atom 23 (H): 0.06, atom 24 (H): 0.10, atom 25 (H): 0.10, atom 26 (H): 0.10, atom 27 (H): 0.10, atom 28 (H): 0.09, atom 29 (H): 0.11, atom 30 (H): 0.07, atom 31 (H): 0.10, atom 32 (H): 0.04, atom 33 (H): 0.06, atom 34 (H): 0.07, atom 35 (C): -0.12, atom 36 (C): -0.23, atom 37 (C): -0.17, atom 38 (C): -0.26, atom 39 (C): -0.26, atom 40 (C): -0.10, atom 41 (H): 0.07, atom 42 (H): 0.06, atom 43 (H): 0.06, atom 44 (H): 0.09, atom 45 (H): 0.08, atom 46 (H): 0.09, atom 47 (H): 0.10, atom 48 (H): 0.11, atom 49 (H): 0.10, atom 50 (H): 0.09, atom 51 (H): 0.12, atom 52 (H): 0.04, atom 53 (H): 0.06, atom 54 (H): 0.07, atom 55 (C): -0.27, atom 56 (C): -0.19, atom 57 (C): -0.18, atom 58 (S): 0.69, atom 59 (O): -0.33, atom 60 (O): -0.34, atom 61 (C): -0.18, atom 62 (H): 0.09, atom 63 (H): 0.11, atom 64 (H): 0.12, atom 65 (H): 0.09, atom 66 (H): 0.10, atom 67 (H): 0.09, atom 68 (H): 0.10, atom 69 (H): 0.09, atom 70 (C): -0.16, atom 71 (C): -0.23, atom 72 (C): -0.17, atom 73 (S): 0.71, atom 74 (O): -0.35, atom 75 (O): -0.39, atom 76 (C): -0.15, atom 77 (H): 0.11, atom 78 (H): 0.10, atom 79 (H): 0.12, atom 80 (H): 0.11, atom 81 (H): 0.09, atom 82 (H): 0.09, atom 83 (H): 0.08, atom 84 (H): 0.08, atom 85 (C): -0.20, atom 86 (C): -0.18, atom 87 (C): -0.18, atom 88 (S): 0.70, atom 89 (O): -0.34, atom 90 (O): -0.36, atom 91 (C): -0.26, atom 92 (H): 0.12, atom 93 (H): 0.12, atom 94 (H): 0.11, atom 95 (H): 0.11, atom 96 (H): 0.10, atom 97 (H): 0.10, atom 98 (H): 0.09, atom 99 (H): 0.10

***

Density functional theory data (wB97M-V/def2-TZVPD) for a 2-piece molecular cluster, C5H14O2 overall at a distorted geometry.

Calculated values
Structure (SMILES): CC(C)CCO.O
Lowest unoccupied orbital energy (eV): 0.774
Frontier orbital gap (eV): 11.0
Energy above the lowest of the compared OMol25 structures with the same formula, charge and spin (kJ/mol): 63.67

Structure (XYZ):
```
21
C5H14O2 wB97M-V/def2-TZVPD
C -1.222 -0.764 -1.446
C 0.088 -0.612 -0.704
C 0.281 -1.760 0.276
C 0.237 0.764 -0.012
C 1.620 1.010 0.617
O 2.716 0.359 0.004
H -1.449 0.183 -1.964
H -1.352 -1.525 -2.213
H -2.033 -0.830 -0.708
H 0.841 -0.614 -1.513
H -0.525 -1.617 1.006
H 1.169 -1.654 0.918
H 0.520 -2.664 -0.276
H -0.109 1.614 -0.611
H -0.475 0.703 0.817
H 1.899 2.061 0.643
H 1.571 0.681 1.664
H 2.693 -0.585 0.150
O -3.106 0.831 0.950
H -2.519 1.158 0.253
H -3.372 1.598 1.455
```

natural (NBO) charges, unit e, in atom order: atom 1 (C): -0.61, atom 2 (C): -0.22, atom 3 (C): -0.62, atom 4 (C): -0.44, atom 5 (C): -0.06, atom 6 (O): -0.72, atom 7 (H): 0.20, atom 8 (H): 0.22, atom 9 (H): 0.21, atom 10 (H): 0.20, atom 11 (H): 0.22, atom 12 (H): 0.19, atom 13 (H): 0.23, atom 14 (H): 0.20, atom 15 (H): 0.20, atom 16 (H): 0.19, atom 17 (H): 0.15, atom 18 (H): 0.47, atom 19 (O): -0.94, atom 20 (H): 0.47, atom 21 (H): 0.47

***

Density functional theory data (wB97M-V/def2-TZVPD) for C13H21F6FeN2OP as an isolated structure at a distorted geometry.

Calculated values
Multiplicity: 5
Lowest unoccupied orbital energy (spin up / spin down) (eV): -8.231 / -8.307
Charge: +2
Frontier orbital gap (spin up / spin down) (eV): 7.9 / 7.8
Energy above the lowest of the compared OMol25 structures with the same formula, charge and spin (kJ/mol): 0.00

Structure (XYZ):
```
45
C13H21F6FeN2OP wB97M-V/def2-TZVPD
Fe -0.338 -0.161 -0.272
O 0.423 -0.415 1.634
C 0.245 -1.621 2.444
C -1.168 -1.734 2.970
C -2.252 -1.550 1.896
C -2.075 -2.444 0.700
C -2.712 -3.675 0.638
C -2.540 -4.495 -0.463
C -1.726 -4.066 -1.504
C -1.122 -2.837 -1.387
N -1.276 -2.035 -0.314
H 0.242 0.389 2.154
H 0.981 -1.589 3.244
H 0.490 -2.447 1.777
H -1.330 -1.000 3.762
H -1.262 -2.718 3.435
H -2.298 -0.510 1.580
H -3.220 -1.767 2.347
H -3.354 -3.975 1.455
H -3.042 -5.452 -0.515
H -1.574 -4.665 -2.389
H -0.497 -2.459 -2.187
N -0.652 0.878 -3.409
C -0.438 0.377 -2.400
H -0.832 1.338 -4.287
F -1.862 1.199 0.069
P -1.109 2.698 0.526
F -0.900 1.999 1.969
F -1.196 3.101 -0.997
F -2.483 3.293 0.910
F -0.209 3.903 0.909
F 0.361 1.787 0.071
C 4.401 -0.395 -0.799
C 2.938 -1.084 -1.233
C 2.893 -1.506 -2.680
C 2.487 0.174 -0.839
H 5.018 -1.222 -1.158
H 4.527 -0.257 0.269
H 4.674 0.502 -1.351
H 2.766 -1.896 -0.527
H 3.211 -0.698 -3.340
H 1.880 -1.797 -2.953
H 3.544 -2.362 -2.850
H 2.434 0.987 -1.558
H 2.417 0.455 0.206
```

natural (NBO) charges, unit e, in atom order: atom 1 (Fe): 1.55, atom 2 (O): -0.83, atom 3 (C): -0.07, atom 4 (C): -0.43, atom 5 (C): -0.47, atom 6 (C): 0.26, atom 7 (C): -0.23, atom 8 (C): -0.09, atom 9 (C): -0.24, atom 10 (C): 0.05, atom 11 (N): -0.65, atom 12 (H): 0.54, atom 13 (H): 0.22, atom 14 (H): 0.19, atom 15 (H): 0.24, atom 16 (H): 0.25, atom 17 (H): 0.23, atom 18 (H): 0.26, atom 19 (H): 0.25, atom 20 (H): 0.26, atom 21 (H): 0.26, atom 22 (H): 0.19, atom 23 (N): -0.53, atom 24 (C): 0.18, atom 25 (H): 0.49, atom 26 (F): -0.62, atom 27 (P): 2.63, atom 28 (F): -0.58, atom 29 (F): -0.55, atom 30 (F): -0.53, atom 31 (F): -0.53, atom 32 (F): -0.65, atom 33 (C): -0.55, atom 34 (C): -0.24, atom 35 (C): -0.63, atom 36 (C): -0.03, atom 37 (H): 0.32, atom 38 (H): 0.27, atom 39 (H): 0.27, atom 40 (H): 0.27, atom 41 (H): 0.24, atom 42 (H): 0.24, atom 43 (H): 0.26, atom 44 (H): 0.25, atom 45 (H): 0.27